# 1
{
  "formula": "C12H25INO3P2Rh",
  "method": "ωB97M-V/def2-TZVPD",
  "species": ["I", "Rh", "P", "P", "O", "O", "O", "N", "C", "C", "C", "C", "C", "C", "C", "C", "C", "C", "C", "C", "H", "H", "H", "H", "H", "H", "H", "H", "H", "H", "H", "H", "H", "H", "H", "H", "H", "H", "H", "H", "H", "H", "H", "H", "H"],
  "xyz": [[-4.426, 0.049, -1.117], [0.398, 0.630, 0.061], [0.185, -0.564, -2.148], [-1.064, 1.264, 1.691], [1.576, 3.299, -0.715], [0.266, -2.248, 2.108], [3.518, 0.415, 0.375], [1.682, -0.871, 0.861], [3.820, -1.768, 1.571], [-2.318, 2.553, 1.508], [-1.977, -0.175, 2.308], [0.945, 2.367, -0.429], [3.054, -0.621, 0.840], [0.220, -2.405, -1.947], [1.793, -0.186, -2.929], [-3.923, 1.770, -2.124], [-1.017, -0.360, -3.523], [2.702, -2.623, 2.156], [1.390, -1.908, 1.752], [0.067, 1.815, 3.001], [1.699, 0.693, -3.578], [2.795, -2.591, 3.254], [-4.756, 2.450, -2.328], [-0.709, -0.992, -4.373], [-2.187, -0.020, 3.374], [2.191, -1.026, -3.512], [-1.883, 3.462, 1.079], [-2.024, -0.654, -3.189], [-2.722, 2.785, 2.502], [-1.062, 0.680, -3.870], [-0.438, 1.877, 3.968], [0.907, 1.117, 3.067], [-3.302, 1.525, -3.006], [1.169, -2.727, -1.496], [2.646, -3.662, 1.760], [-1.325, -1.058, 2.193], [-0.614, -2.686, -1.288], [-2.904, -0.310, 1.729], [4.499, -2.330, 0.892], [0.102, -2.890, -2.929], [2.484, 0.053, -2.112], [4.413, -1.339, 2.410], [0.450, 2.802, 2.721], [-3.127, 2.177, 0.868], [-3.193, 2.233, -1.434]],
  "nbo_charge": [0.957, 0.567, 0.929, 0.998, -0.359, -0.607, -0.586, -0.741, -0.520, -0.941, -0.970, 0.469, 0.679, -0.925, -0.956, -0.831, -0.937, -0.514, 0.692, -0.953, 0.260, 0.259, 0.299, 0.274, 0.264, 0.269, 0.264, 0.215, 0.275, 0.247, 0.271, 0.270, 0.285, 0.267, 0.259, 0.316, 0.249, 0.209, 0.263, 0.256, 0.271, 0.260, 0.264, 0.202, 0.282],
  "multiplicity": 5,
  "gap_ha": [0.25385, 0.09458],
  "s2": 6.01,
  "e_homo_ev": [-14.183, -14.683],
  "charge": 2
}

***

# 2
{
  "formula": "C12H25N2O2P2STb",
  "method": "ωB97M-V/def2-TZVPD",
  "species": ["Tb", "S", "P", "P", "O", "O", "N", "N", "C", "C", "C", "C", "C", "C", "C", "C", "C", "C", "C", "C", "H", "H", "H", "H", "H", "H", "H", "H", "H", "H", "H", "H", "H", "H", "H", "H", "H", "H", "H", "H", "H", "H", "H", "H", "H"],
  "xyz": [[0.292, -0.931, 0.923], [-1.028, -0.269, 3.299], [2.249, 1.112, 1.261], [-2.442, -0.956, 0.151], [-0.596, -3.336, -2.064], [-0.096, -3.201, 0.629], [1.132, 0.138, 5.153], [0.079, 0.529, -0.940], [0.266, -0.025, 4.383], [-0.872, 0.149, -1.892], [3.979, 0.833, 0.721], [-0.010, 1.787, -3.453], [-3.372, -2.536, 0.213], [1.679, 2.249, -0.086], [-3.793, 0.264, 0.195], [-0.846, 0.714, -3.192], [2.528, 2.273, 2.641], [0.829, 1.640, -1.195], [0.802, 2.271, -2.433], [-1.886, -0.812, -1.537], [4.507, 1.790, 0.627], [-2.746, -3.393, -0.068], [2.451, 1.720, 3.584], [-4.076, 0.454, 1.239], [3.517, 2.745, 2.572], [0.005, 2.242, -4.443], [2.414, -1.111, 0.144], [-3.723, -2.683, 1.246], [0.051, -3.160, -2.769], [-1.525, 0.297, -3.936], [0.125, -4.036, 1.072], [2.072, -1.788, -0.023], [-3.454, 1.196, -0.274], [1.101, 3.041, 0.421], [-1.161, -2.542, -2.106], [-0.971, 0.940, 2.661], [-4.648, -0.137, -0.366], [-0.220, -3.385, -0.346], [2.568, 2.731, -0.521], [1.443, 3.142, -2.564], [-4.242, -2.481, -0.459], [4.500, 0.206, 1.453], [3.988, 0.312, -0.240], [-2.622, -1.040, -2.318], [1.751, 3.047, 2.638]],
  "mulliken_charge": [-0.670, -0.189, 1.037, 1.152, -0.753, -0.420, -0.580, 0.440, 0.607, 1.033, -1.630, -0.407, -1.348, -0.921, -1.290, -1.079, -1.172, 0.558, -0.794, -1.908, 0.469, 0.279, 0.320, 0.362, 0.384, 0.401, 0.342, 0.371, 0.323, 0.398, 0.255, -0.297, 0.321, 0.346, 0.346, 0.053, 0.387, 0.417, 0.465, 0.393, 0.397, 0.367, 0.458, 0.431, 0.343],
  "multiplicity": 7,
  "gap_ha": [0.13820, 0.23973],
  "s2": 12.65,
  "e_homo_ev": [-3.690, -6.698],
  "charge": 0
}

***

# 3
{
  "formula": "C12H25NO3",
  "method": "ωB97M-V/def2-TZVPD",
  "species": ["O", "O", "O", "N", "C", "C", "C", "C", "C", "C", "C", "C", "C", "C", "C", "C", "H", "H", "H", "H", "H", "H", "H", "H", "H", "H", "H", "H", "H", "H", "H", "H", "H", "H", "H", "H", "H", "H", "H", "H", "H"],
  "xyz": [[-0.997, 3.476, -0.128], [-2.752, 4.457, 0.904], [4.195, -0.820, 0.475], [-3.084, 2.652, -0.466], [-2.615, -1.901, 0.356], [-2.169, -0.677, 1.180], [3.837, -0.243, -0.770], [0.500, -0.973, -1.048], [-2.324, 3.588, 0.193], [-1.701, -2.332, -0.804], [2.529, 0.536, -0.684], [-0.189, -2.259, -0.538], [1.393, -0.257, -0.028], [-2.699, 1.241, -0.400], [5.252, -0.156, 1.130], [-3.010, 0.578, 0.943], [-1.943, -1.766, -1.709], [-1.957, -3.368, -1.040], [2.241, 0.817, -1.702], [5.487, -0.728, 2.025], [6.148, -0.111, 0.502], [4.634, 0.424, -1.114], [1.126, -1.226, -1.909], [-1.124, -0.432, 0.982], [-0.259, -0.286, -1.431], [-2.216, -0.920, 2.243], [4.971, 0.862, 1.424], [-2.776, -2.750, 1.021], [3.758, -1.051, -1.503], [-3.600, -1.676, -0.066], [0.805, 0.414, 0.604], [1.824, -0.998, 0.647], [0.002, -2.370, 0.533], [-4.056, 2.824, -0.241], [2.709, 1.475, -0.154], [-0.478, 3.557, 0.680], [0.282, -3.109, -1.033], [-2.844, 1.297, 1.750], [-4.070, 0.305, 0.980], [-1.629, 1.192, -0.591], [-3.201, 0.714, -1.213]],
  "nbo_charge": [-0.716, -0.612, -0.551, -0.632, -0.405, -0.398, -0.060, -0.402, 0.876, -0.392, -0.419, -0.410, -0.409, -0.224, -0.244, -0.414, 0.193, 0.207, 0.206, 0.193, 0.165, 0.171, 0.200, 0.201, 0.195, 0.211, 0.163, 0.206, 0.177, 0.198, 0.196, 0.219, 0.200, 0.389, 0.200, 0.495, 0.211, 0.206, 0.198, 0.214, 0.199],
  "gap_ha": 0.38429,
  "e_homo_ev": -9.786,
  "smiles": "COCCCCCCCCCCNC(=O)O",
  "charge": 0
}

***

# 4
{
  "formula": "C12H26B3N5O16S3",
  "method": "ωB97M-V/def2-TZVPD",
  "species": ["S", "S", "S", "O", "O", "O", "O", "O", "O", "O", "O", "O", "O", "O", "O", "O", "O", "O", "O", "N", "N", "N", "N", "N", "C", "C", "C", "C", "C", "C", "C", "C", "C", "C", "C", "C", "B", "B", "B", "H", "H", "H", "H", "H", "H", "H", "H", "H", "H", "H", "H", "H", "H", "H", "H", "H", "H", "H", "H", "H", "H", "H", "H", "H", "H"],
  "xyz": [[-1.953, -2.536, -5.896], [3.279, 1.024, 1.624], [1.302, 2.881, 6.716], [-1.333, -1.922, -7.273], [2.321, 2.032, 1.226], [-3.548, -2.992, 0.229], [2.472, -0.174, 2.381], [-1.189, -2.026, -4.780], [-3.653, -1.304, -1.660], [4.095, 1.582, 2.921], [-1.526, -4.090, -6.146], [4.226, 0.433, 0.708], [2.254, 1.805, 6.567], [-1.640, -3.004, -1.497], [-1.689, -1.178, -3.242], [1.415, 3.468, 8.233], [1.880, 4.193, 5.939], [-0.100, 2.744, 6.390], [-3.394, -2.446, -5.971], [-2.724, 0.994, 0.240], [1.935, -3.304, -3.116], [-4.550, 2.227, -0.998], [-2.296, 3.188, -0.734], [-1.978, -2.606, 2.470], [-1.156, -4.254, -7.513], [-2.680, 1.201, -2.413], [2.137, 4.698, 8.215], [-0.546, -2.917, -7.925], [2.984, -0.330, 3.703], [-3.048, 1.876, -0.945], [3.505, 1.047, 4.104], [-2.547, -2.915, 1.327], [2.579, -2.947, -0.588], [1.880, 5.301, 6.836], [1.732, -2.596, -1.950], [0.614, -1.399, -1.867], [-2.717, -0.443, -2.425], [-2.922, -2.420, -0.984], [-0.916, -1.915, -2.181], [-1.547, 1.509, -2.628], [-3.006, 3.950, -0.662], [0.484, -2.827, -7.566], [3.728, -2.980, -0.809], [4.240, 0.995, 4.911], [-3.334, 1.685, -3.268], [-1.724, 0.634, 0.205], [2.684, 1.708, 4.402], [3.199, 4.472, 8.354], [2.644, 6.028, 6.551], [-0.567, -2.770, -9.009], [-2.065, -4.466, -8.086], [0.632, -0.987, -0.753], [3.795, -1.065, 3.669], [2.700, -4.023, -2.941], [2.214, -4.018, -0.236], [-0.455, -5.084, -7.626], [-4.927, 1.537, -1.715], [-4.945, 1.949, -0.052], [1.796, 5.352, 9.022], [-2.725, 1.585, 1.125], [0.869, -0.454, -2.547], [0.893, 5.773, 6.791], [2.392, -2.213, 0.311], [2.199, -0.687, 4.376], [-1.678, 3.422, -1.541]],
  "nbo_charge": [2.502, 2.491, 2.495, -0.680, -0.880, -0.666, -0.679, -0.845, -0.917, -0.677, -0.674, -0.882, -0.899, -0.923, -0.904, -0.670, -0.672, -0.865, -0.884, -0.886, -0.647, -0.862, -0.888, -0.360, -0.102, -0.844, -0.102, -0.101, -0.102, 0.445, -0.102, 0.516, -0.714, -0.104, 0.343, -0.877, 1.209, 1.379, 1.253, 0.248, 0.378, 0.196, 0.238, 0.216, 0.270, 0.364, 0.203, 0.192, 0.218, 0.209, 0.189, 0.255, 0.187, 0.334, 0.236, 0.213, 0.366, 0.370, 0.216, 0.381, 0.280, 0.196, 0.235, 0.223, 0.362],
  "gap_ha": 0.33225,
  "e_homo_ev": -8.815,
  "smiles": "[H]/N=C(\\C)CB1OB(CC(N)(N)N)OB(OC#N)O1.O=S1(=O)OCCO1.O=S1(=O)OCCO1.O=S1(=O)OCCO1",
  "charge": 0
}

***

# 5
{
  "formula": "C12H26BClNO9S",
  "method": "ωB97M-V/def2-TZVPD",
  "species": ["Cl", "S", "O", "O", "O", "O", "O", "O", "O", "O", "O", "N", "C", "C", "C", "C", "C", "C", "C", "C", "C", "C", "C", "C", "B", "H", "H", "H", "H", "H", "H", "H", "H", "H", "H", "H", "H", "H", "H", "H", "H", "H", "H", "H", "H", "H", "H", "H", "H", "H", "H"],
  "xyz": [[1.010, -0.515, -0.416], [3.498, -1.928, 0.177], [-2.759, -2.704, 2.070], [-4.234, -2.248, -5.088], [-2.480, -1.120, -4.536], [3.467, 2.449, 1.242], [-1.943, -0.830, 0.907], [0.414, -3.139, 2.101], [-3.619, -2.201, -2.911], [3.673, 4.624, 0.667], [4.154, 3.849, 2.739], [1.869, -0.876, 2.059], [-6.495, -2.255, -4.149], [-1.639, -0.612, -3.509], [4.488, 5.183, 3.179], [1.112, -2.962, 0.896], [-0.335, -2.016, 2.573], [1.792, -1.605, 0.749], [0.494, -0.720, 2.661], [-5.376, -3.065, -4.766], [-3.471, -1.890, -4.068], [3.759, 3.746, 1.478], [3.255, 6.021, 3.436], [2.949, 2.196, -0.066], [-1.737, -1.844, 1.784], [0.512, -3.159, 0.009], [-1.254, -1.423, -2.890], [-0.808, -0.109, -3.995], [-2.181, 0.107, -2.893], [5.048, 5.045, 4.102], [-5.070, -3.887, -4.121], [3.761, -0.732, -0.366], [3.607, 2.573, -0.846], [0.640, -0.452, 3.701], [1.903, -3.707, 0.899], [2.246, 0.056, 1.865], [2.879, 1.113, -0.125], [3.539, 6.989, 3.845], [-6.199, -1.839, -3.187], [-5.699, -3.488, -5.714], [2.482, -1.427, 2.663], [-2.351, -1.123, 0.076], [2.692, 6.189, 2.519], [-6.767, -1.425, -4.801], [-0.619, -2.262, 3.590], [-2.559, -3.627, 1.847], [1.954, 2.627, -0.174], [2.595, 5.520, 4.145], [5.151, 5.652, 2.454], [0.021, 0.130, 2.187], [-7.372, -2.882, -3.995]],
  "nbo_charge": [0.039, 0.076, -0.898, -0.481, -0.486, -0.534, -0.908, -0.491, -0.671, -0.619, -0.494, -0.548, -0.641, -0.257, -0.073, -0.129, -0.260, -0.033, -0.255, -0.071, 0.987, 0.981, -0.641, -0.253, 1.123, 0.217, 0.180, 0.200, 0.186, 0.198, 0.192, 0.149, 0.218, 0.239, 0.228, 0.466, 0.150, 0.231, 0.221, 0.199, 0.456, 0.527, 0.226, 0.217, 0.237, 0.514, 0.197, 0.210, 0.201, 0.252, 0.225],
  "gap_ha": 0.36327,
  "e_homo_ev": -12.974,
  "charge": 1
}

***

# 6
{
  "formula": "C12H26Br10N2O4",
  "method": "ωB97M-V/def2-TZVPD",
  "species": ["Br", "Br", "Br", "Br", "Br", "Br", "Br", "Br", "Br", "Br", "O", "O", "O", "O", "N", "N", "C", "C", "C", "C", "C", "C", "C", "C", "C", "C", "C", "C", "H", "H", "H", "H", "H", "H", "H", "H", "H", "H", "H", "H", "H", "H", "H", "H", "H", "H", "H", "H", "H", "H", "H", "H", "H", "H"],
  "xyz": [[1.978, 3.673, -4.622], [-1.823, -3.169, -3.524], [3.315, 4.727, -0.121], [-3.335, -1.691, 1.253], [-4.777, -4.664, -6.686], [2.186, 1.447, 6.282], [0.044, 0.456, 3.548], [5.144, 0.644, -0.761], [-3.450, -0.334, 4.680], [-1.485, 3.818, -1.715], [1.470, -2.309, 1.035], [2.969, -2.018, 2.571], [1.010, 0.557, -2.020], [1.230, 1.456, -0.056], [0.645, 0.708, -0.856], [1.945, -2.517, 2.112], [-4.735, -1.690, 2.573], [1.221, -3.561, 2.972], [-0.631, -0.058, -0.371], [0.310, 3.843, -2.431], [3.931, 2.911, 0.114], [4.482, 2.336, -1.182], [1.838, 1.366, 3.392], [0.247, 3.335, -3.831], [-3.532, -4.609, -5.181], [-4.782, -0.439, 3.318], [-3.203, -3.198, -4.845], [2.836, 0.947, 4.494], [1.072, 3.396, -1.784], [3.762, 2.203, -1.944], [0.893, -3.041, 3.896], [-4.562, -2.565, 3.208], [-2.674, -5.116, -5.624], [-2.903, -2.816, -5.846], [5.295, 2.935, -1.630], [1.926, -4.307, 3.199], [-1.279, -0.206, -1.234], [0.042, 2.298, -4.019], [3.118, 2.311, 0.536], [0.386, -3.854, 2.362], [-0.255, -0.939, 0.129], [-4.074, -2.622, -4.525], [-0.484, 3.916, -4.419], [2.234, 1.089, 2.406], [-4.016, -5.243, -4.343], [-5.764, -0.510, 3.802], [-0.901, 0.643, 0.377], [-4.791, 0.481, 2.703], [3.089, -0.102, 4.465], [0.452, 4.914, -2.442], [-5.650, -1.817, 1.977], [3.698, 1.563, 4.266], [1.609, 2.476, 3.457], [4.729, 2.950, 0.888]],
  "nbo_charge": [-0.013, 0.027, -0.016, -0.028, -0.024, -0.016, -0.062, 0.030, 0.028, -0.026, -0.374, -0.397, -0.375, -0.424, 0.539, 0.551, -0.449, -0.478, -0.473, -0.458, -0.458, -0.487, -0.420, -0.447, -0.438, -0.484, -0.492, -0.445, 0.247, 0.234, 0.242, 0.237, 0.228, 0.233, 0.230, 0.229, 0.239, 0.236, 0.246, 0.230, 0.252, 0.232, 0.226, 0.239, 0.235, 0.230, 0.241, 0.241, 0.237, 0.230, 0.233, 0.227, 0.235, 0.221],
  "gap_ha": 0.37096,
  "e_homo_ev": -10.010,
  "smiles": "C[N+](=O)[O-].C[N+](=O)[O-].BrCCBr.BrCCBr.BrCCBr.BrCCBr.BrCCBr",
  "charge": 0
}

***

Number 1: DFT total energy -1842.9959 Ha. Number 2: DFT total energy -2637.3302 Ha. Number 3: DFT total energy -752.7003 Ha. Number 4: DFT total energy -3219.5136 Ha. Number 5: DFT total energy -2087.8312 Ha. Number 6: DFT total energy -26623.2394 Ha.